{
  "formula": "C68H107N10O16",
  "method": "ωB97M-V with the def2-TZVPD basis set",
  "species": ["C", "C", "C", "C", "C", "C", "N", "O", "C", "C", "C", "H", "H", "H", "H", "H", "H", "H", "H", "H", "H", "H", "H", "H", "H", "H", "H", "H", "H", "C", "C", "C", "C", "C", "C", "N", "O", "C", "C", "C", "H", "H", "H", "H", "H", "H", "H", "H", "H", "H", "H", "H", "H", "H", "H", "H", "H", "H", "C", "N", "C", "C", "C", "C", "C", "C", "C", "C", "N", "C", "C", "C", "H", "H", "H", "H", "H", "H", "H", "H", "H", "H", "H", "H", "H", "H", "C", "N", "C", "C", "C", "C", "C", "C", "C", "C", "N", "C", "C", "C", "H", "H", "H", "H", "H", "H", "H", "H", "H", "H", "H", "H", "H", "H", "C", "C", "N", "C", "C", "N", "C", "C", "H", "H", "H", "H", "H", "H", "H", "H", "H", "H", "H", "C", "C", "N", "C", "C", "N", "C", "C", "H", "H", "H", "H", "H", "H", "H", "H", "H", "H", "H", "C", "C", "O", "O", "H", "H", "H", "C", "C", "O", "O", "H", "H", "H", "C", "C", "O", "O", "H", "H", "H", "C", "C", "O", "O", "H", "H", "H", "C", "C", "O", "O", "H", "H", "H", "C", "C", "O", "O", "H", "H", "H", "C", "C", "O", "O", "H", "H", "H"],
  "xyz": [[4.01, 3.10, 0.80], [4.96, 1.97, 0.13], [4.57, 1.89, -1.45], [5.08, 3.08, -2.29], [6.64, 3.13, -2.16], [7.13, 3.31, -0.72], [6.40, 2.39, 0.21], [7.14, 1.88, 1.38], [6.89, 4.73, -0.18], [8.66, 3.04, -0.69], [4.72, 0.50, 0.65], [2.98, 2.80, 0.99], [3.98, 3.98, 0.16], [4.37, 3.39, 1.79], [3.49, 1.80, -1.52], [5.02, 1.00, -1.90], [4.62, 4.05, -2.14], [4.79, 2.87, -3.32], [7.03, 3.91, -2.82], [6.99, 2.14, -2.47], [5.84, 4.98, -0.01], [7.35, 5.38, -0.93], [7.30, 4.86, 0.82], [9.12, 3.62, -1.49], [8.96, 1.99, -0.67], [9.16, 3.43, 0.20], [3.71, 0.09, 0.59], [4.83, 0.59, 1.73], [5.36, -0.35, 0.43], [0.38, -0.94, 2.18], [0.03, -0.79, 0.65], [-1.48, -1.07, 0.33], [-2.50, 0.03, 0.85], [-1.99, 1.41, 0.48], [-0.53, 1.88, 0.68], [0.34, 0.65, 0.29], [1.65, 0.94, -0.12], [-0.38, 2.31, 2.20], [-0.37, 3.17, -0.20], [0.81, -1.74, -0.22], [-0.32, -0.36, 2.78], [1.38, -0.63, 2.47], [0.29, -1.97, 2.52], [-1.76, -2.00, 0.84], [-1.60, -1.22, -0.74], [-2.62, -0.02, 1.94], [-3.47, -0.06, 0.37], [-2.69, 2.11, 0.92], [-2.05, 1.55, -0.60], [0.63, 2.39, 2.59], [-0.75, 1.63, 2.97], [-0.85, 3.27, 2.38], [-1.09, 3.97, -0.09], [-0.47, 2.94, -1.26], [0.66, 3.51, -0.10], [0.59, -1.66, -1.29], [0.53, -2.78, -0.02], [1.86, -1.59, 0.00], [-0.36, -3.78, -5.74], [-0.46, -4.26, -4.32], [-0.14, -5.58, -4.06], [-0.20, -6.06, -2.73], [-0.61, -5.17, -1.71], [-1.12, -3.93, -2.09], [-1.03, -3.46, -3.41], [-0.60, -5.65, -0.32], [0.61, -5.95, 0.34], [0.65, -6.55, 1.62], [-0.54, -6.60, 2.28], [-1.71, -6.39, 1.66], [-1.75, -5.95, 0.35], [-0.58, -7.03, 3.71], [0.73, -3.73, -5.85], [-0.86, -2.83, -5.92], [-0.89, -4.50, -6.36], [0.25, -6.18, -4.86], [0.13, -7.08, -2.58], [-1.65, -3.32, -1.37], [-1.39, -2.49, -3.70], [1.49, -5.63, -0.21], [1.53, -6.85, 2.18], [-2.64, -6.56, 2.17], [-2.73, -5.73, -0.04], [0.23, -6.53, 4.23], [-0.42, -8.10, 3.72], [-1.54, -6.83, 4.20], [-2.34, 2.34, -4.20], [-3.30, 1.66, -3.31], [-4.34, 2.34, -2.74], [-5.31, 1.64, -1.95], [-5.17, 0.32, -1.66], [-4.06, -0.38, -2.25], [-3.20, 0.34, -3.10], [-6.25, -0.35, -0.89], [-6.73, 0.25, 0.32], [-7.63, -0.48, 1.08], [-7.92, -1.79, 0.74], [-7.41, -2.38, -0.31], [-6.54, -1.66, -1.14], [-8.97, -2.45, 1.55], [-1.46, 2.50, -3.57], [-2.89, 3.22, -4.54], [-2.14, 1.74, -5.08], [-4.37, 3.39, -2.98], [-6.01, 2.26, -1.41], [-3.88, -1.43, -2.11], [-2.43, -0.13, -3.69], [-6.52, 1.27, 0.59], [-8.13, -0.13, 1.98], [-7.74, -3.38, -0.58], [-6.17, -2.09, -2.06], [-9.86, -1.83, 1.40], [-8.74, -2.38, 2.62], [-9.20, -3.47, 1.28], [3.65, -1.13, -7.44], [3.38, -2.35, -6.58], [4.05, -2.33, -5.29], [5.39, -2.05, -5.19], [5.68, -2.07, -3.81], [4.53, -2.34, -3.14], [3.46, -2.49, -4.06], [4.39, -2.40, -1.68], [3.07, -1.28, -8.35], [4.69, -0.97, -7.75], [3.28, -0.20, -7.03], [3.72, -3.23, -7.13], [2.33, -2.63, -6.50], [5.95, -1.76, -6.07], [6.63, -1.93, -3.32], [2.42, -2.65, -3.81], [3.59, -3.07, -1.36], [4.14, -1.39, -1.37], [5.28, -2.86, -1.23], [-6.74, 1.61, 4.19], [-5.52, 1.06, 3.31], [-4.26, 1.20, 4.15], [-3.59, 0.11, 4.76], [-2.39, 0.62, 5.25], [-2.38, 1.97, 5.11], [-3.53, 2.30, 4.40], [-1.35, 2.89, 5.61], [-7.72, 1.35, 3.80], [-6.70, 2.69, 4.36], [-6.78, 1.26, 5.22], [-5.38, 1.62, 2.39], [-5.68, 0.00, 3.12], [-4.03, -0.87, 4.65], [-1.56, 0.15, 5.75], [-3.72, 3.33, 4.13], [-0.54, 2.32, 6.05], [-1.82, 3.45, 6.42], [-1.00, 3.59, 4.85], [2.66, -3.79, 3.02], [3.52, -3.46, 1.79], [4.26, -2.43, 1.86], [3.43, -4.25, 0.83], [1.91, -3.03, 3.24], [3.32, -3.93, 3.88], [2.09, -4.71, 2.91], [-0.94, -3.56, 5.36], [-2.41, -3.46, 4.92], [-2.62, -3.83, 3.77], [-3.41, -3.23, 5.70], [-0.18, -3.67, 4.59], [-0.82, -4.40, 6.04], [-0.79, -2.55, 5.76], [-3.88, 4.88, 1.70], [-4.69, 4.39, 0.50], [-5.66, 3.61, 0.63], [-4.17, 4.76, -0.59], [-3.50, 5.85, 1.39], [-3.01, 4.25, 1.92], [-4.46, 5.04, 2.61], [3.10, -0.09, 4.80], [2.03, 0.96, 5.08], [1.12, 0.65, 5.83], [2.24, 2.13, 4.64], [3.53, 0.02, 3.80], [2.82, -1.11, 5.07], [3.91, 0.17, 5.49], [-0.22, 4.93, -3.76], [0.75, 5.89, -3.22], [0.95, 6.94, -3.84], [1.23, 5.74, -2.11], [-0.91, 4.74, -2.93], [0.24, 3.99, -4.06], [-0.84, 5.34, -4.56], [1.42, 1.05, -4.31], [0.53, -0.03, -3.68], [-0.12, 0.37, -2.70], [0.44, -1.18, -4.14], [0.76, 1.79, -4.76], [2.11, 0.72, -5.09], [1.99, 1.58, -3.54], [0.65, 5.62, 2.97], [1.14, 6.03, 1.57], [0.55, 6.85, 0.83], [2.23, 5.63, 1.05], [1.41, 4.95, 3.37], [-0.27, 5.13, 3.28], [0.58, 6.54, 3.55]],
  "lowdin_charge": [0.033, -0.336, -0.119, -0.158, -0.119, -0.469, 0.093, 0.060, 0.008, -0.028, -0.043, 0.071, 0.059, 0.098, 0.094, 0.096, 0.121, 0.105, 0.128, 0.113, 0.084, 0.106, 0.102, 0.092, 0.087, 0.083, 0.054, 0.075, 0.074, 0.042, -0.406, -0.098, -0.130, -0.147, -0.351, 0.086, 0.026, 0.001, 0.010, -0.031, 0.069, 0.096, 0.076, 0.113, 0.075, 0.096, 0.079, 0.113, 0.099, 0.079, 0.055, 0.058, 0.107, 0.062, 0.082, 0.065, 0.079, 0.079, 0.040, -0.071, 0.030, 0.068, -0.132, 0.058, 0.008, -0.160, 0.074, 0.054, -0.052, 0.012, 0.032, 0.048, 0.080, 0.104, 0.107, 0.143, 0.134, 0.110, 0.118, 0.118, 0.151, 0.151, 0.133, 0.106, 0.107, 0.111, 0.043, -0.060, 0.093, 0.063, -0.153, 0.033, -0.019, -0.110, 0.084, 0.036, -0.084, 0.014, 0.038, 0.036, 0.079, 0.112, 0.113, 0.144, 0.116, 0.109, 0.120, 0.105, 0.135, 0.150, 0.129, 0.113, 0.114, 0.109, -0.058, -0.180, -0.064, 0.011, 0.004, -0.077, 0.071, 0.022, 0.088, 0.080, 0.076, 0.128, 0.097, 0.130, 0.140, 0.132, 0.075, 0.085, 0.114, -0.042, -0.117, -0.047, 0.027, -0.004, -0.069, 0.003, 0.031, 0.051, 0.077, 0.077, 0.086, 0.101, 0.112, 0.131, 0.143, 0.085, 0.101, 0.083, -0.020, -0.758, -0.065, -0.098, 0.037, 0.083, 0.022, -0.028, -0.800, -0.123, -0.123, 0.037, 0.068, 0.066, -0.033, -0.759, -0.103, -0.065, 0.084, 0.041, 0.060, -0.039, -0.810, -0.075, -0.107, 0.048, 0.059, 0.073, -0.043, -0.834, -0.010, 0.041, 0.065, 0.051, 0.077, 0.010, -0.756, -0.051, -0.082, 0.060, 0.048, 0.073, -0.002, -0.679, 0.056, 0.021, 0.075, 0.035, 0.079],
  "energy_ev": -119885.21837,
  "homo_ev": -6.76,
  "total_charge": 1
}


{
  "formula": "C8H15PSi",
  "method": "ωB97M-V with the def2-TZVPD basis set",
  "species": ["C", "C", "C", "C", "C", "C", "C", "C", "Si", "P", "H", "H", "H", "H", "H", "H", "H", "H", "H", "H", "H", "H", "H", "H", "H"],
  "xyz": [[-0.68, 0.21, 2.80], [-0.80, 0.07, 1.46], [1.70, 0.92, 2.57], [0.53, 0.65, 3.36], [0.18, 0.33, 0.51], [0.13, -1.70, -1.81], [0.84, 1.09, -2.33], [-2.06, 0.45, -1.84], [-0.30, 0.06, -1.25], [1.83, 0.80, 0.87], [-1.52, 0.04, 3.32], [-1.81, -0.24, 1.22], [2.62, 1.36, 3.15], [0.53, 0.74, 4.50], [1.65, -1.96, 1.31], [0.76, -2.08, 1.59], [-0.26, -1.94, -2.83], [1.18, -1.94, -1.57], [-0.31, -2.47, -1.28], [0.63, 1.10, -3.36], [0.79, 2.19, -2.27], [1.78, 0.82, -2.30], [-2.25, -0.13, -2.65], [-2.97, 0.19, -1.11], [-2.17, 1.44, -2.07]],
  "nbo_charge": [-0.211, -0.181, -0.624, -0.178, -0.861, -1.109, -1.108, -1.067, 1.630, 0.747, 0.207, 0.204, 0.241, 0.219, -0.012, -0.002, 0.239, 0.241, 0.232, 0.241, 0.237, 0.226, 0.231, 0.226, 0.230],
  "energy_ev": -25703.08311,
  "homo_ev": -9.10,
  "total_charge": 0
}


{
  "formula": "C5H11NO",
  "method": "ωB97M-V with the def2-TZVPD basis set",
  "species": ["C", "C", "C", "N", "C", "C", "O", "H", "H", "H", "H", "H", "H", "H", "H", "H", "H", "H"],
  "xyz": [[-1.07, -1.22, -0.78], [-0.63, 0.19, -0.39], [-1.41, 0.72, 0.81], [0.81, 0.26, -0.17], [1.40, -0.48, 0.92], [1.58, 1.07, -0.96], [1.17, 1.75, -1.88], [-0.92, -1.93, 0.04], [-2.14, -1.22, -1.02], [-0.51, -1.58, -1.65], [-0.80, 0.86, -1.24], [-1.11, 1.75, 1.04], [-2.48, 0.72, 0.60], [-1.25, 0.11, 1.71], [1.22, -1.56, 0.82], [2.48, -0.32, 0.92], [1.01, -0.15, 1.89], [2.65, 1.04, -0.67]],
  "nbo_charge": [-0.617, -0.060, -0.618, -0.441, -0.406, 0.539, -0.620, 0.199, 0.217, 0.219, 0.241, 0.219, 0.218, 0.200, 0.198, 0.212, 0.195, 0.105],
  "energy_ev": -8901.26049,
  "homo_ev": -9.31,
  "smiles": "CC(C)N(C)C=O",
  "total_charge": 0
}


{
  "formula": "C15H10BrClF2K2N4S2",
  "method": "ωB97M-V with the def2-TZVPD basis set",
  "species": ["S", "C", "N", "C", "C", "C", "Br", "C", "N", "S", "N", "C", "C", "H", "H", "K", "F", "C", "C", "C", "C", "C", "C", "H", "H", "H", "H", "H", "C", "C", "N", "H", "H", "H", "Cl", "K", "F"],
  "xyz": [[-2.45, -2.94, 0.62], [-2.87, -1.37, 0.60], [-2.95, -0.16, 0.78], [-1.71, 0.36, 1.35], [-1.67, 0.63, 2.84], [-0.44, 1.11, 3.43], [-0.43, 1.41, 5.38], [0.76, 1.37, 2.60], [1.99, 1.85, 2.99], [2.92, 1.97, 1.60], [1.85, 1.40, 0.44], [0.69, 1.10, 1.09], [-0.58, 0.59, 0.48], [-2.59, 0.47, 3.45], [-0.71, 0.38, -0.62], [5.53, 0.83, 1.48], [-3.14, -6.52, -3.18], [-4.15, -5.68, -2.91], [-3.96, -4.68, -1.96], [-5.00, -3.80, -1.69], [-6.22, -3.94, -2.35], [-6.39, -4.94, -3.30], [-5.35, -5.81, -3.58], [-3.01, -4.60, -1.45], [-4.87, -3.02, -0.96], [-7.03, -3.25, -2.13], [-7.34, -5.05, -3.81], [-5.46, -6.60, -4.32], [8.40, 5.79, 0.72], [7.57, 4.67, 1.24], [6.93, 3.81, 1.65], [8.65, 5.61, -0.33], [7.85, 6.72, 0.81], [9.32, 5.86, 1.30], [-2.58, 0.93, -1.57], [9.16, 8.26, 1.42], [9.27, 7.25, -2.13]],
  "nbo_charge": [-0.039, 0.315, -0.429, 0.183, -0.179, -0.108, 0.055, 0.078, -0.579, 0.649, -0.593, 0.225, -0.268, 0.258, 0.327, 0.973, -0.330, 0.394, -0.284, -0.180, -0.228, -0.196, -0.293, 0.233, 0.227, 0.215, 0.213, 0.222, -0.733, 0.351, -0.409, 0.366, 0.202, 0.214, -0.864, 0.987, -0.974],
  "energy_ev": -163992.40257,
  "homo_ev": -6.14,
  "total_charge": 0
}


{
  "formula": "C30H36BN3NiO3S",
  "method": "ωB97M-V with the def2-TZVPD basis set",
  "species": ["Ni", "C", "C", "C", "C", "C", "C", "C", "C", "N", "C", "C", "C", "C", "N", "C", "C", "C", "C", "C", "C", "C", "C", "H", "H", "H", "H", "H", "H", "H", "H", "H", "H", "H", "H", "H", "H", "H", "H", "H", "H", "H", "H", "H", "H", "H", "H", "O", "S", "N", "C", "C", "C", "C", "C", "C", "C", "C", "O", "B", "O", "C", "C", "H", "H", "H", "H", "H", "H", "H", "H", "H", "H", "H", "H"],
  "xyz": [[-0.43, 1.36, -0.34], [3.12, 0.57, -2.36], [3.14, -0.13, -1.03], [3.93, -1.26, -0.81], [3.94, -1.89, 0.42], [3.13, -1.43, 1.44], [2.31, -0.31, 1.26], [1.44, 0.19, 2.38], [2.35, 0.33, 0.03], [1.53, 1.48, -0.18], [1.99, 2.66, -0.03], [3.39, 3.00, 0.36], [0.99, 3.76, -0.26], [1.49, 5.17, -0.39], [-0.22, 3.39, -0.33], [-1.27, 4.32, -0.58], [-1.81, 5.04, 0.48], [-1.31, 4.83, 1.89], [-2.83, 5.94, 0.21], [-3.32, 6.09, -1.08], [-2.79, 5.33, -2.11], [-1.76, 4.43, -1.87], [-1.19, 3.60, -3.00], [3.58, -0.06, -3.13], [3.67, 1.51, -2.33], [2.10, 0.79, -2.67], [4.55, -1.63, -1.62], [4.56, -2.77, 0.57], [3.11, -1.94, 2.39], [1.28, -0.59, 3.12], [0.46, 0.52, 2.01], [1.90, 1.04, 2.88], [3.95, 2.11, 0.65], [3.40, 3.71, 1.19], [3.91, 3.48, -0.47], [2.32, 5.21, -1.11], [1.88, 5.53, 0.56], [0.70, 5.83, -0.72], [-1.09, 3.78, 2.07], [-2.07, 5.14, 2.61], [-0.41, 5.41, 2.10], [-3.28, 6.49, 1.03], [-4.13, 6.78, -1.27], [-3.19, 5.42, -3.11], [-1.92, 3.51, -3.80], [-0.93, 2.60, -2.66], [-0.29, 4.05, -3.41], [-3.92, 2.73, 0.49], [-3.89, 1.42, -0.21], [-2.36, 0.85, -0.20], [-1.15, -7.21, -0.57], [-1.30, -6.40, 0.72], [-0.25, -6.85, 1.74], [-2.68, -6.69, 1.32], [-1.12, -4.91, 0.40], [0.12, -4.46, -0.06], [0.36, -3.13, -0.40], [-0.69, -2.26, -0.24], [-0.74, -0.91, -0.50], [-2.07, -0.50, -0.16], [-2.80, -1.62, 0.27], [-1.93, -2.68, 0.21], [-2.17, -3.99, 0.54], [-1.33, -8.27, -0.37], [-0.14, -7.11, -0.98], [-1.86, -6.88, -1.33], [-0.38, -7.91, 1.96], [-0.34, -6.29, 2.67], [0.77, -6.71, 1.36], [-2.76, -7.75, 1.55], [-3.49, -6.46, 0.61], [-2.85, -6.13, 2.24], [0.93, -5.17, -0.18], [1.32, -2.79, -0.76], [-3.15, -4.28, 0.89]],
  "mulliken_spin": [0.961, -0.001, 0.011, -0.003, 0.005, -0.004, 0.003, 0.005, -0.006, 0.016, -0.030, 0.002, -0.023, 0.000, 0.031, -0.014, 0.018, 0.000, -0.002, 0.000, -0.005, 0.005, 0.021, 0.000, 0.000, -0.001, 0.000, 0.000, 0.000, 0.000, -0.004, 0.001, -0.001, -0.001, -0.002, 0.000, -0.001, 0.000, -0.002, 0.000, 0.000, 0.000, 0.000, -0.001, -0.002, -0.005, 0.001, 0.278, 0.610, 0.064, 0.000, 0.000, 0.000, 0.000, 0.001, -0.001, -0.001, 0.016, 0.039, -0.010, 0.036, -0.002, -0.004, 0.000, 0.000, 0.000, 0.000, 0.000, 0.000, 0.000, 0.000, 0.000, 0.000, 0.000, 0.000],
  "spin_multiplicity": 3,
  "energy_ev": -94865.62757,
  "homo_ev": [-6.29, -7.55],
  "total_charge": 0
}